Entry from the OMol25 dataset: a 2-piece molecular cluster, BH4NO3 overall at a distorted geometry (the ωB97M-V functional and the def2-TZVPD basis).

Geometry as XYZ:
```
9
Properties=species:S:1:pos:R:3:forces:R:3:lowdin_charge:R:1
B 0.759 -0.704 0.201 0.0 -1.4 0.6 -0.864
N -2.140 -0.249 -0.051 1.0 -0.3 1.0 0.180
O 0.470 0.622 0.266 0.7 0.6 0.3 0.162
O 1.995 -1.352 0.440 -2.0 0.3 0.3 0.159
O -0.275 -1.571 -0.021 -0.8 0.4 -0.3 0.184
H -2.705 -0.930 -0.519 -0.5 -0.9 -0.4 -0.003
H -1.666 0.213 -0.806 0.4 0.6 -0.6 -0.010
H 1.038 1.070 0.906 0.0 0.1 -0.4 0.120
H 2.668 -0.990 -0.099 1.3 0.6 -0.7 0.072
```
Forces are in eV/Å.

ΔE to the lowest compared entry with this formula, charge and spin (kJ/mol): 189.0
E (Ha): -307.7168